[1]
Here is C33H53IN6O2Si3Ta as an isolated structure from the OMol25 dataset. Energies are from wB97M-V/def2-TZVPD.

The geometry in XYZ format:
```
99
Properties=species:S:1:pos:R:3:forces:R:3:lowdin_charge:R:1
C -2.9404 -0.2546 2.2499 0.1548 0.0094 -0.1242 -0.155
H -0.8736 3.1322 3.7027 -0.0002 0.0231 -0.0393 0.067
H -1.6159 3.3498 -1.8107 0.0371 0.0404 -0.0093 0.037
C -1.5584 2.4197 0.7516 0.0907 -0.0274 0.0769 -0.170
H 1.1647 3.7676 1.7287 -0.0329 0.0129 -0.0150 0.047
H 0.0794 1.8244 4.3688 0.0497 -0.0125 -0.0023 0.046
H -3.2070 0.1306 1.2689 -0.0012 -0.0011 0.0030 0.009
I -1.8254 0.5605 -3.1486 -0.0055 -0.0541 -0.4572 1.288
H -2.3015 -3.1677 1.1157 -0.0230 0.0176 -0.0423 0.005
C -1.0939 -4.8936 -1.4369 0.1236 0.0758 0.0791 -0.097
H -1.2896 3.4145 0.3947 -0.0152 0.0386 -0.0206 0.038
Si -1.2943 -1.1540 2.3139 -0.0815 -0.0577 0.2033 0.490
C 0.3647 -3.0001 -1.4466 -0.3505 -0.1255 -0.0626 -0.195
C 2.8660 -3.3171 -1.7597 0.0425 0.0785 -0.0282 0.015
H 4.8225 -0.6392 1.4979 -0.0009 0.0057 0.0191 0.130
H -2.3305 -6.6141 -1.6692 0.0462 -0.0200 0.1121 0.137
C 1.3991 2.7020 1.7487 -0.1180 -0.1031 -0.0641 -0.160
H 3.7805 2.6215 -0.2799 0.0058 -0.0341 -0.0234 0.092
C 4.4591 -0.2073 -1.8299 -0.1134 0.1086 -0.0157 -0.022
H -3.1282 -5.1219 -2.1106 0.0552 -0.0268 -0.0544 0.128
C 0.0746 -0.0934 1.2490 0.0618 -0.1644 -0.1717 -0.571
H 0.5696 6.3934 -2.1843 0.0070 -0.0023 -0.0024 0.109
H 3.5093 -4.1440 -2.0480 0.0035 -0.0165 0.0197 0.106
H 1.3623 -3.1330 1.0324 0.0247 0.0076 -0.0557 0.019
N 2.1898 3.8017 -1.0434 -0.0076 0.0223 -0.0513 -0.155
O 0.4813 -1.6344 -1.4001 0.6236 -0.6152 -0.4056 -0.280
C 4.3473 -0.4459 0.5449 0.0210 -0.0744 0.0150 -0.020
H 2.0168 2.5436 2.6302 -0.0219 -0.0152 0.0679 0.041
C -1.1606 4.0775 -2.4763 -0.0172 -0.0091 0.0722 -0.054
C 2.2986 5.0821 -0.3403 -0.0307 0.0298 -0.0710 -0.032
C 0.0732 -5.6527 -1.5009 -0.2630 -0.1162 -0.1509 -0.028
H 1.7171 -0.1401 4.3078 -0.0586 -0.0108 0.0555 0.030
H 1.3125 5.4690 -0.0994 -0.0023 0.0060 0.0006 0.103
H -4.4491 -2.0543 0.3029 0.0161 -0.0188 -0.0086 0.128
H -6.8104 0.8982 -1.7197 0.0006 0.0055 0.0001 0.129
C -1.5663 -2.9569 1.8843 -0.0025 0.1170 -0.0156 -0.143
N 2.3696 -0.0324 -0.6927 0.3788 0.0294 -0.0049 -0.119
C -2.0834 -2.6332 -1.2465 -0.1854 -0.0868 -0.0419 -0.053
O -2.9617 -5.4040 -0.0730 0.0340 0.0414 0.0473 -0.036
Si -0.2018 1.7371 1.8921 -0.0507 0.2767 -0.0001 0.435
H 2.8814 0.8483 3.4282 0.0188 0.0121 -0.0292 0.035
H 1.4432 -3.1011 2.7920 -0.0359 0.0020 0.0268 0.049
H 2.5561 0.1693 -2.7491 0.0205 0.0252 -0.0063 0.127
H 3.3801 2.3927 -2.0102 0.0238 -0.0627 -0.0085 0.074
H 2.9126 -2.5499 -2.5330 -0.0018 -0.0304 0.0006 0.081
C -0.7193 2.0483 3.6627 0.1002 -0.1271 -0.1406 -0.147
C -0.7265 -1.2581 4.1010 0.0496 0.0126 -0.1696 -0.161
N 0.6581 2.0467 -1.6414 -0.0874 0.0995 -0.2194 -0.065
C -5.8526 0.4261 -1.5497 -0.0490 0.0000 0.0117 -0.031
H -3.7143 -0.9692 2.5406 0.0229 -0.0621 0.0005 0.062
C -0.9316 -3.5053 -1.3588 0.4316 -0.2724 0.0193 -0.070
H 1.8607 5.4159 -2.9277 0.0059 0.0001 0.0133 0.101
H -3.0050 0.5693 2.9527 0.0256 0.0573 0.0901 0.031
C 2.9669 -0.3105 0.4889 -0.1213 -0.0151 0.1970 -0.277
H -6.6226 -0.9599 -0.1117 -0.0027 -0.0040 -0.0039 0.130
H -1.9951 -3.3504 2.8123 0.0273 -0.0122 0.0321 0.067
N 1.2905 -5.1450 -1.5841 0.1887 0.1102 -0.0282 0.167
H 0.0075 -6.7354 -1.5189 0.0070 0.0112 0.0214 0.140
H 2.8495 5.8188 -0.9244 -0.0060 0.0120 0.0000 0.105
H 3.2429 -0.8280 3.8156 0.0128 -0.0398 -0.0268 0.063
H -1.8205 1.8125 -0.1281 0.0290 -0.0505 -0.0534 -0.018
C 0.7899 5.5077 -2.7787 0.0099 0.0005 0.0411 0.001
H 0.0432 -2.0173 4.2422 0.0437 -0.0030 0.0205 0.042
H -4.8320 1.6361 -3.0096 0.0118 0.0079 -0.0019 0.117
C -2.4393 -5.5675 -1.3841 -0.1044 0.0710 -0.0502 -0.184
N 0.2485 4.2879 -2.1561 -0.0179 0.2208 -0.0856 -0.113
H 3.2443 -2.8959 -0.8247 0.0057 0.0294 -0.0015 0.076
C 3.0959 -0.0117 -1.8264 0.0402 0.0678 -0.0815 -0.167
H 2.8418 4.9016 0.5872 0.0055 0.0284 -0.0077 0.102
H 0.3152 5.6146 -3.7528 0.0117 0.0211 -0.0009 0.109
H -1.6800 5.0271 -2.3577 -0.0116 -0.0060 0.0211 0.115
H 4.2142 3.8439 -1.4856 -0.0011 -0.0038 0.0415 0.116
C 1.4737 -3.8265 -1.5960 -0.2587 -0.0457 0.0168 -0.249
C 2.4471 -0.1455 3.5047 -0.0735 0.0154 -0.1734 -0.128
H 1.9988 2.4629 0.8740 -0.0126 -0.0055 0.0169 -0.001
Si 1.7683 -0.7985 1.8913 0.2158 -0.0535 0.1067 0.512
H -3.0374 -3.1154 -1.4634 0.0110 0.0354 0.0308 0.148
Ta 0.2126 0.0560 -0.8005 -0.9946 0.6127 1.0142 1.700
C -3.3968 -0.8002 -1.0866 -0.0989 0.2076 -0.1303 -0.384
H -1.2763 3.7592 -3.5157 -0.0067 0.0004 0.0209 0.089
C 1.8593 -2.6686 1.8827 -0.0463 0.1597 0.0008 -0.134
C 3.4586 3.1095 -1.2037 -0.0473 -0.1111 -0.0093 -0.013
N -2.0963 -1.3826 -0.9579 0.1102 0.1343 0.0778 -0.022
H -0.6790 -3.5528 1.6872 0.0337 0.0193 -0.0446 0.033
H -3.3859 -6.2187 0.2168 -0.0566 0.0229 -0.0223 0.112
H -2.4941 2.5080 1.3071 0.0122 0.0106 0.0393 0.057
C 5.1054 -0.3923 -0.6145 -0.0029 0.0029 0.0348 0.013
H -0.4039 -0.3397 4.5755 0.0070 0.0722 0.0189 0.013
C -5.7442 -0.6215 -0.6442 -0.0545 0.0165 0.0074 -0.018
H -1.6309 1.5790 4.0104 -0.0643 -0.0301 0.0246 0.029
C -4.7431 0.8572 -2.2650 0.0600 -0.0490 -0.0058 -0.097
C -3.5414 0.2249 -2.0100 0.0253 -0.1165 0.2220 -0.575
H -1.5990 -1.6104 4.6591 -0.0596 -0.0125 -0.0385 0.067
C 1.0450 3.3750 -1.5939 0.0761 -0.2053 0.1987 -0.389
H 5.0012 -0.1953 -2.7650 0.0000 -0.0058 -0.0085 0.137
H 6.1794 -0.5200 -0.5778 0.0096 0.0018 0.0028 0.138
H 2.9140 -2.9553 1.8520 0.0207 0.0247 0.0162 0.061
H 0.0221 2.0626 -2.4343 0.0613 -0.2120 0.1336 -0.095
C -4.5266 -1.2441 -0.4114 0.0862 0.0566 -0.0059 -0.024
```
Positions in Å, forces in eV/Å.

Calculated values
HOMO (eV): -16.6
Kohn-Sham gap (eV): 7.34
Multiplicity: 1
Net charge: +3
Calculated total energy (eV): -81381.538
LUMO (eV): -9.309

=====

[2]
Here is a 2-piece molecular cluster, H5N2P overall from the OMol25 dataset. Energies are from wB97M-V/def2-TZVPD.

The geometry in XYZ format:
```
8
Properties=species:S:1:pos:R:3:forces:R:3:nbo_charge:R:1
H -0.6994 1.1152 0.4598 -0.2586 0.5346 0.6932 -0.062
N -0.0794 -0.9585 0.1405 -0.0450 -0.4800 0.3974 -0.690
H 1.0769 0.3223 -0.7811 -0.2917 -0.7357 -0.3940 0.344
H 1.0936 1.0677 0.7751 -0.1344 -2.9150 -1.0643 0.055
P -1.4909 0.0226 0.0042 0.8442 0.1636 -1.7315 0.493
H 0.0625 -1.7454 0.7911 -0.8272 0.7847 -0.3932 0.398
H -1.0683 0.5390 -1.3664 -0.8211 -0.7208 1.2757 -0.054
N 1.1050 -0.3629 -0.0232 1.5339 3.3685 1.2167 -0.484
```
Positions in Å, forces in eV/Å.

Calculated values
HOMO (eV): -8.8
Kohn-Sham gap (eV): 9.31
Multiplicity: 1
Net charge: 0
Calculated total energy (eV): -12345.861
LUMO (eV): 0.463

=====

[3]
Here is one molecule with the formula C3H2N2S from the OMol25 dataset. Energies are from wB97M-V/def2-TZVPD.

The geometry in XYZ format:
```
8
Properties=species:S:1:pos:R:3:forces:R:3:nbo_charge:R:1
H -1.3557 -1.0877 -1.1509 -0.0909 0.1602 -0.2295 0.137
S -0.7730 -1.6377 -0.0896 -0.2006 -0.7057 0.0740 0.089
C -0.7005 0.9692 0.6325 0.1915 0.1434 0.7567 0.257
H 0.7642 -0.5351 1.2608 -0.6753 0.5010 0.1551 0.306
N -1.3665 1.8752 0.8665 0.0877 -0.2472 -0.2002 -0.248
C 1.2158 0.1737 -0.5896 -0.8970 -0.2708 0.6107 0.260
C 0.1699 -0.1874 0.3977 0.9639 0.2172 -0.5783 -0.541
N 2.0458 0.4298 -1.3274 0.6207 0.2019 -0.5885 -0.260
```
Positions in Å, forces in eV/Å.

Calculated values
Structure (SMILES): N#CC(S)C#N
HOMO (eV): -10.7
Kohn-Sham gap (eV): 10.96
Multiplicity: 1
Net charge: 0
Calculated total energy (eV): -16957.353
LUMO (eV): 0.258